{
  "formula": "C22H38As2IrNSi2",
  "method": "wB97M-V/def2-TZVPD",
  "e_homo_ev": [-18.0162, -18.2522],
  "multiplicity": 2,
  "e_above_lowest_ev": 0.000,
  "total_charge": 3,
  "orbital_gap_ev": [7.0866, 5.9510],
  "symbols": ["Ir", "As", "As", "Si", "Si", "N", "C", "C", "C", "C", "C", "C", "C", "C", "C", "C", "C", "C", "C", "C", "C", "C", "C", "C", "C", "C", "C", "C", "H", "H", "H", "H", "H", "H", "H", "H", "H", "H", "H", "H", "H", "H", "H", "H", "H", "H", "H", "H", "H", "H", "H", "H", "H", "H", "H", "H", "H", "H", "H", "H", "H", "H", "H", "H", "H", "H"],
  "positions_angstrom": [[0.150, -0.024, -0.096], [0.992, -0.527, 2.106], [2.536, -0.329, -0.679], [-3.010, -0.133, 0.562], [-1.674, -0.174, -2.611], [-0.204, 1.948, -0.050], [-1.428, 1.964, -0.631], [-3.281, 0.110, -3.492], [3.227, -1.543, 0.643], [3.628, 1.258, -0.557], [1.269, 1.035, 3.198], [2.837, -1.078, -2.431], [-2.042, 3.156, -0.936], [-1.372, 4.331, -0.598], [-0.299, 0.840, -3.384], [-4.630, 0.383, -0.217], [2.618, -1.519, 1.899], [0.458, 3.061, 0.269], [4.357, -2.319, 0.427], [-0.229, -1.695, 3.034], [4.877, -3.065, 1.478], [3.145, -2.259, 2.951], [-1.762, 0.506, -0.798], [-1.151, -1.961, -2.458], [-0.123, 4.288, 0.009], [-2.860, -1.982, 0.728], [4.283, -3.025, 2.732], [-2.746, 0.836, 2.142], [-3.123, -0.130, -4.548], [-4.890, -0.195, -1.099], [-0.833, -2.322, -3.439], [-0.587, 1.880, -3.549], [-3.618, 1.146, -3.443], [0.385, 1.668, 3.198], [-1.708, 1.102, 2.350], [1.430, 2.956, 0.731], [4.667, 0.928, -0.601], [-3.303, 1.775, 2.099], [3.462, 1.753, 0.398], [-0.006, 0.417, -4.348], [-3.132, 0.287, 3.002], [3.917, -1.084, -2.586], [1.466, 0.688, 4.213], [3.423, 1.931, -1.388], [2.453, -2.095, -2.473], [5.750, -3.682, 1.316], [-1.829, 5.289, -0.810], [2.686, -2.262, 3.932], [2.375, -0.460, -3.195], [4.837, -2.356, -0.543], [0.606, 0.863, -2.769], [-3.012, 3.174, -1.412], [-5.386, 0.180, 0.552], [-4.686, 1.447, -0.445], [-1.835, -2.346, 0.827], [4.703, -3.602, 3.546], [-3.300, -2.488, -0.133], [0.400, 5.196, 0.274], [-1.173, -1.193, 3.216], [2.140, 1.580, 2.838], [-3.408, -2.317, 1.612], [-1.948, -2.619, -2.110], [0.248, -1.927, 3.988], [-0.290, -2.111, -1.785], [-4.077, -0.539, -3.128], [-0.369, -2.616, 2.474]],
  "lowdin_spin": [0.268, 0.029, 0.042, 0.052, 0.032, 0.031, 0.040, 0.026, 0.028, 0.003, 0.000, -0.002, 0.011, -0.001, 0.011, 0.069, 0.023, 0.004, 0.004, -0.005, 0.002, 0.002, 0.307, 0.000, 0.003, -0.002, 0.003, 0.001, 0.003, 0.000, 0.000, 0.001, 0.000, 0.000, 0.000, 0.001, 0.001, 0.000, 0.000, 0.001, 0.000, 0.000, 0.000, 0.000, 0.000, 0.000, 0.000, 0.000, 0.000, 0.000, 0.001, 0.000, 0.011, 0.000, -0.001, 0.000, 0.000, 0.000, 0.000, 0.000, -0.001, 0.000, -0.001, 0.000, 0.000, 0.000]
}